[1]
Here is C8H14 in the gas phase from OMol25. Energies are from ωB97M-V with the def2-TZVPD basis set.

SMILES = C/C=C/C=C/CCC
Lowest unoccupied orbital energy = 1.2136 eV
Electronic energy = -8521.3708 eV
HOMO energy = -8.31 eV
Kohn-Sham gap = 9.526 eV

XYZ file:
```
22
Properties=species:S:1:pos:R:3:forces:R:3:nbo_charge:R:1
C 3.213 -1.839 -2.372 1.3 0.8 -2.0 -0.658
C 1.855 -1.401 -1.938 0.7 -1.4 -0.8 -0.182
C 1.578 -0.286 -1.302 -0.6 0.7 -0.1 -0.224
C 0.233 0.198 -0.963 0.9 0.0 0.9 -0.219
C 0.097 0.894 0.175 -0.4 -0.3 -1.4 -0.155
C -1.252 1.264 0.671 -0.1 0.8 0.5 -0.437
C -1.786 0.309 1.724 -0.9 0.4 1.0 -0.390
C -2.851 0.947 2.653 0.0 -0.1 0.9 -0.616
H 3.475 -1.197 -3.252 0.1 0.1 0.7 0.217
H 3.257 -2.773 -2.936 -0.4 -0.5 0.8 0.216
H 4.081 -1.774 -1.713 -0.4 0.0 0.3 0.220
H 1.145 -2.113 -2.361 -0.7 0.6 0.5 0.197
H 2.364 0.405 -0.993 0.2 -0.4 0.0 0.197
H -0.600 -0.084 -1.592 -0.2 -0.1 0.1 0.201
H 1.017 1.160 0.685 -0.2 0.0 0.4 0.197
H -1.938 1.252 -0.186 0.1 0.3 0.2 0.207
H -1.257 2.260 1.149 0.1 -0.2 -0.5 0.204
H -1.021 -0.038 2.424 0.3 -0.2 -0.6 0.202
H -2.256 -0.519 1.194 0.3 -0.4 0.3 0.204
H -3.878 0.855 2.300 0.1 0.1 -0.1 0.206
H -2.805 0.501 3.656 -0.2 -0.6 -0.3 0.208
H -2.673 1.979 2.976 0.2 0.2 -0.9 0.203
```
Positions in Å, forces in eV/Å.

=====

[2]
Here is 2 unconnected molecules or ions with the total composition C3H3N3O from OMol25. Energies are from ωB97M-V with the def2-TZVPD basis set.

SMILES = N=C=CC=O.N#N
Lowest unoccupied orbital energy = 0.4662 eV
Electronic energy = -9676.3386 eV
HOMO energy = -9.71 eV
Kohn-Sham gap = 10.176 eV

XYZ file:
```
10
Properties=species:S:1:pos:R:3:forces:R:3:nbo_charge:R:1
N -0.326 -1.355 -1.497 -0.3 0.7 0.1 -0.594
C -0.397 -0.350 -0.824 -0.4 -0.2 -1.0 0.525
C -0.639 0.829 -0.278 -0.1 -0.1 -0.1 -0.577
C -0.669 1.097 1.149 0.1 -0.2 0.3 0.405
O -0.375 0.292 2.009 -0.2 0.3 -0.2 -0.539
H 0.569 -1.537 -1.945 0.0 -0.3 0.2 0.405
H -0.886 1.593 -1.005 -0.1 0.1 0.1 0.258
H -1.014 2.117 1.402 0.1 -0.1 0.1 0.118
N 1.854 -1.561 -0.011 0.7 0.6 2.0 -0.052
N 1.882 -1.125 1.000 0.2 -0.8 -1.5 0.050
```
Positions in Å, forces in eV/Å.

=====

[3]
Here is 2 unconnected molecules or ions with the total composition C5H8O from OMol25. Energies are from ωB97M-V with the def2-TZVPD basis set.

SMILES = C=C=O.C=CC
Lowest unoccupied orbital energy = 0.9829 eV
Electronic energy = -7360.4036 eV
HOMO energy = -9.20 eV
Kohn-Sham gap = 10.180 eV

XYZ file:
```
14
Properties=species:S:1:pos:R:3:forces:R:3:nbo_charge:R:1
C 1.396 1.683 -0.242 -0.1 0.0 0.0 -0.802
C 0.265 1.993 -0.836 -0.6 0.2 -0.4 0.739
O -0.722 2.289 -1.385 0.9 -0.2 0.5 -0.470
H 1.382 1.058 0.640 0.0 0.1 -0.2 0.265
H 2.322 2.073 -0.642 -0.1 0.0 0.0 0.262
C -1.532 -0.116 0.593 0.1 -0.1 -0.1 -0.422
C -0.754 -0.855 -0.193 -0.1 0.1 0.1 -0.167
C 0.352 -1.750 0.282 0.0 0.0 0.0 -0.655
H -1.413 -0.114 1.675 0.0 0.0 -0.1 0.190
H -2.311 0.520 0.182 0.1 -0.1 0.1 0.208
H -0.909 -0.814 -1.273 0.0 0.0 0.2 0.199
H 0.108 -2.804 0.100 0.0 0.1 0.0 0.222
H 1.284 -1.538 -0.255 -0.1 0.0 0.1 0.220
H 0.534 -1.624 1.355 0.0 0.0 -0.1 0.209
```
Positions in Å, forces in eV/Å.

=====

[4]
Here is a molecular structure, C25H17F5InN5O4S2 from OMol25. Energies are from ωB97M-V with the def2-TZVPD basis set.

Lowest unoccupied orbital energy = -1.5447 eV
Electronic energy = -82272.8259 eV
HOMO energy = -8.10 eV
Kohn-Sham gap = 6.553 eV

XYZ file:
```
59
Properties=species:S:1:pos:R:3:forces:R:3:nbo_charge:R:1
In 1.362 0.932 -0.391 0.2 -0.2 0.2 1.679
N 5.406 -0.858 -0.048 0.0 0.1 0.0 -0.770
C 4.151 -0.512 -0.380 -0.1 0.0 -0.1 0.318
S 3.851 1.209 -0.510 -0.4 0.2 0.0 -0.294
N 3.321 -1.502 -0.580 0.1 -0.4 0.0 -0.419
N 2.045 -1.154 -0.835 -0.2 0.5 0.1 -0.353
C 1.150 -2.029 -1.096 0.1 -0.2 -0.1 0.329
C 1.444 -3.481 -1.182 0.1 0.0 0.0 -0.142
C 1.274 -4.159 -2.385 0.0 0.0 0.0 -0.198
C 1.570 -5.512 -2.466 0.0 0.0 0.0 -0.206
C 2.024 -6.191 -1.344 0.0 0.0 0.0 -0.193
C 2.188 -5.515 -0.142 0.0 0.0 0.0 -0.222
C 1.912 -4.159 -0.061 -0.1 0.0 0.0 -0.119
C -0.236 -1.527 -1.271 -0.1 0.0 -0.1 0.149
C -1.304 -2.400 -1.375 0.0 0.0 0.0 -0.214
C -2.594 -1.893 -1.487 0.0 0.0 0.0 -0.120
C -2.791 -0.526 -1.467 -0.1 -0.1 0.0 -0.213
C -1.680 0.290 -1.352 0.2 -0.2 0.0 0.081
N -0.435 -0.195 -1.278 0.2 0.4 0.2 -0.541
H 6.123 -0.164 0.045 0.0 0.0 0.1 0.411
H 5.621 -1.833 0.073 0.0 0.0 -0.1 0.415
H 0.916 -3.624 -3.257 0.0 0.0 0.0 0.220
H 1.439 -6.036 -3.404 0.0 0.0 0.0 0.222
H 2.245 -7.248 -1.405 0.0 0.0 0.0 0.221
H 2.529 -6.046 0.737 0.0 0.0 0.0 0.221
H 2.033 -3.626 0.873 0.0 0.0 0.0 0.221
H -1.123 -3.464 -1.353 0.0 0.0 0.0 0.245
H -3.433 -2.569 -1.587 0.0 0.0 0.1 0.236
H -3.777 -0.082 -1.522 0.0 0.1 0.0 0.278
H -1.789 1.360 -1.321 0.0 -0.2 0.0 0.248
N 0.869 3.162 -0.840 0.2 -1.0 0.2 -0.875
C -0.576 3.309 -0.799 -0.1 0.2 -0.2 0.154
C -1.255 3.423 -1.999 0.1 0.3 -0.1 -0.300
C -2.643 3.396 -2.006 0.0 0.0 0.0 -0.184
C -3.328 3.212 -0.816 -0.2 0.2 0.1 -0.305
C -2.642 3.162 0.396 0.1 -0.1 -0.2 -0.153
C -1.256 3.205 0.406 0.1 0.0 0.1 -0.298
S -5.125 3.041 -0.813 0.1 0.1 0.0 2.421
O -5.334 1.949 0.123 0.0 -0.1 0.0 -1.015
O -5.434 2.721 -2.196 0.0 0.0 0.0 -1.015
O -5.567 4.342 -0.357 -0.1 -0.1 0.0 -0.989
H 1.246 3.446 -1.737 0.0 0.1 0.0 0.415
H 1.364 3.649 -0.099 -0.1 0.2 0.0 0.426
H -0.699 3.507 -2.929 0.0 0.0 0.0 0.213
H -3.212 3.464 -2.924 0.0 0.0 0.0 0.262
H -3.211 3.043 1.309 0.0 0.0 0.0 0.256
H -0.706 3.129 1.336 0.0 0.0 0.1 0.220
F -0.080 2.733 6.186 0.0 0.0 0.0 -0.281
C 0.128 2.109 5.027 0.0 0.0 0.1 0.251
C -0.406 0.851 4.799 0.0 0.0 0.0 0.289
F -1.130 0.266 5.749 0.0 0.0 0.0 -0.279
C -0.198 0.203 3.597 0.0 -0.1 -0.1 0.269
F -0.724 -1.010 3.411 0.0 0.0 0.0 -0.290
C 0.549 0.777 2.566 0.1 0.0 0.0 0.275
O 0.733 0.146 1.414 0.0 0.5 0.1 -0.850
C 1.084 2.032 2.847 0.0 0.0 -0.2 0.213
F 1.817 2.631 1.866 0.0 0.1 0.0 -0.324
C 0.883 2.703 4.036 0.1 0.1 0.0 0.287
F 1.412 3.915 4.216 0.0 0.0 0.0 -0.285
```
Positions in Å, forces in eV/Å.